Entry 1:
C6H7O3 | ωB97M-V/def2-TZVPD

Positions of all 16 atoms, in Å:
C  -1.24  0.11  1.65
C  1.54  -0.35  -1.30
C  0.60  -1.44  -0.81
C  -0.84  0.85  -0.73
C  -0.22  0.68  0.62
C  0.32  -0.05  -0.53
O  -1.01  0.47  2.82
O  -2.06  -0.68  1.22
O  0.52  1.55  1.43
H  2.53  -0.08  -0.97
H  1.29  -0.23  -2.39
H  0.15  -2.01  -1.65
H  0.78  -2.06  0.18
H  -1.80  0.35  -0.59
H  -0.88  1.72  -1.32
H  0.33  1.16  2.36

Output
* E_tot: -458.51453 Ha
* total charge: -1
* LUMO level: 3.89 eV
* highest occupied orbital energy: -0.16100 hartree
* F_max: 3.3 eV/Å
* SMILES string: O=C([O-])[C@]1(O)CC12CC2
* energy relative to the best compared isomer or geometry (same formula, charge and spin): 1.264 eV
* frontier orbital gap: 0.304 Eh

***

Entry 2:
C6H7O3S | ωB97M-V/def2-TZVPD

Positions of all 17 atoms, in Å:
C  1.52  0.27  -1.74
C  -0.81  0.97  1.15
C  -0.10  -0.12  1.28
C  1.41  -0.80  -0.99
C  0.79  -2.18  -1.18
C  -2.28  0.89  0.93
O  1.47  -2.83  -1.95
O  -0.29  -2.42  -0.66
O  2.10  1.28  0.94
S  1.74  -0.11  1.11
H  1.68  1.17  -1.13
H  1.46  0.26  -2.76
H  -0.52  1.92  0.98
H  -0.45  -1.06  1.44
H  -2.71  1.44  1.73
H  -2.44  1.43  0.01
H  -2.59  -0.11  0.85

Output
* E_tot: -856.56089 Ha
* total charge: -1
* LUMO level (spin up / spin down): 3.56 / 1.52 eV
* highest occupied orbital energy (spin up / spin down): -0.04829 / -0.17234 hartree
* 2S+1: 3
* F_max: 5.5 eV/Å
* energy relative to the best compared isomer or geometry (same formula, charge and spin): 2.039 eV
* frontier orbital gap (spin up / spin down): 0.179 / 0.228 Eh

***

Entry 3:
C6H7O5P | ωB97M-V/def2-TZVPD

Positions of all 19 atoms, in Å:
C  -2.72  1.50  -1.17
C  1.76  1.98  0.09
C  0.54  -1.43  0.14
C  -1.56  2.40  -0.65
C  0.13  -0.11  -0.53
C  0.62  1.06  0.36
O  -2.91  0.29  -0.96
O  2.00  2.46  1.38
O  -3.51  2.37  -1.61
O  2.50  2.18  -0.86
O  -0.01  2.14  2.97
P  0.91  1.30  2.16
H  -0.07  -1.63  1.02
H  0.50  -2.38  -0.53
H  1.63  -1.30  0.42
H  -1.22  3.23  -1.19
H  -1.79  2.53  0.42
H  0.90  0.00  -1.32
H  -0.87  0.06  -0.72

Output
* E_tot: -950.31989 Ha
* total charge: -2
* LUMO level (spin up / spin down): 6.27 / 6.27 eV
* highest occupied orbital energy (spin up / spin down): -0.01068 / -0.00568 hartree
* F_max: 4.7 eV/Å
* energy relative to the best compared isomer or geometry (same formula, charge and spin): 2.889 eV
* frontier orbital gap (spin up / spin down): 0.241 / 0.236 Eh

***

Entry 4:
C6H7OPS | ωB97M-V/def2-TZVPD

Positions of all 16 atoms, in Å:
C  -4.25  -0.54  1.27
C  -3.07  -0.52  1.31
C  -0.96  -0.01  0.18
C  0.48  -0.11  0.23
C  -1.65  -0.43  1.27
C  2.94  0.02  -1.42
O  0.85  1.84  -1.90
P  1.45  0.96  -0.90
S  1.46  1.40  1.12
H  -5.31  -0.77  1.11
H  -1.56  0.37  -0.61
H  0.93  -0.95  0.83
H  -0.95  -0.80  2.00
H  3.71  0.71  -1.70
H  3.20  -0.60  -0.51
H  2.74  -0.56  -2.27

Output
* E_tot: -1047.52126 Ha
* LUMO level: -0.25 eV
* highest occupied orbital energy: -0.33484 hartree
* F_max: 2.7 eV/Å
* SMILES string: C#C/C=C/[C@@H]1S[P@]1(C)=O
* energy relative to the best compared isomer or geometry (same formula, charge and spin): 0.086 eV
* frontier orbital gap: 0.326 Eh

***

Entry 5:
C6H7P | ωB97M-V/def2-TZVPD

Positions of all 14 atoms, in Å:
C  -1.76  1.21  -2.57
C  -1.33  0.33  -1.75
C  1.71  0.15  0.29
C  0.65  -1.80  2.71
C  0.56  0.59  -0.17
C  -0.40  -1.37  2.28
P  -0.52  -0.78  -0.91
H  -2.45  2.00  -2.27
H  2.41  0.77  0.88
H  1.89  -0.87  0.26
H  1.69  -2.00  2.89
H  -1.27  1.30  -3.59
H  0.26  1.58  -0.32
H  -1.45  -1.09  2.28

Output
* E_tot: -573.96311 Ha
* LUMO level: 0.42 eV
* highest occupied orbital energy: -0.32154 hartree
* F_max: 3.0 eV/Å
* SMILES string: C=C=PC=C.C#C
* energy relative to the best compared isomer or geometry (same formula, charge and spin): 5.384 eV
* frontier orbital gap: 0.337 Eh

***

Entry 6:
C6H7P | ωB97M-V/def2-TZVPD

Positions of all 14 atoms, in Å:
C  3.07  -0.97  -0.60
C  2.23  -0.64  0.44
C  -1.72  1.74  -0.01
C  -0.45  1.25  0.14
C  -0.23  -0.10  -0.01
C  -1.26  -1.20  0.30
P  3.61  0.41  0.26
H  3.12  -1.78  -1.28
H  -1.81  2.63  -0.64
H  -2.44  1.03  0.05
H  0.47  1.91  0.00
H  -0.67  -2.06  0.75
H  -1.94  -1.46  -0.56
H  -1.97  -0.77  1.19

Output
* E_tot: -573.84358 Ha
* LUMO level (spin up / spin down): -0.89 / -0.89 eV
* highest occupied orbital energy (spin up / spin down): -0.26259 / -0.26078 hartree
* F_max: 3.2 eV/Å
* energy relative to the best compared isomer or geometry (same formula, charge and spin): 8.637 eV
* frontier orbital gap (spin up / spin down): 0.230 / 0.228 Eh

***

Entry 7:
C6H8 | ωB97M-V/def2-TZVPD

Positions of all 14 atoms, in Å:
C  -0.48  0.93  -0.37
C  0.98  1.08  -0.09
C  -1.44  0.32  0.71
C  0.59  -1.18  0.06
C  1.63  -0.05  0.30
C  -0.86  -0.53  -0.35
H  -0.98  1.70  -0.94
H  1.41  2.05  -0.37
H  -1.30  0.17  1.79
H  -2.55  0.47  0.45
H  1.12  -1.60  -0.98
H  0.59  -2.08  0.74
H  2.64  -0.33  0.25
H  -1.34  -0.93  -1.20

Output
* E_tot: -233.31554 Ha
* LUMO level: 1.18 eV
* highest occupied orbital energy: -0.31164 hartree
* F_max: 4.7 eV/Å
* SMILES string: C1=C[C@@H]2C[C@@H]2C1
* energy relative to the best compared isomer or geometry (same formula, charge and spin): 1.945 eV
* frontier orbital gap: 0.355 Eh

***

Entry 8:
C6H8 | ωB97M-V/def2-TZVPD

Positions of all 14 atoms, in Å:
C  1.69  0.25  -1.88
C  1.04  0.28  -0.75
C  1.81  0.84  -3.02
C  0.17  0.00  0.13
C  -1.85  1.02  0.20
C  -0.19  -0.56  1.41
H  0.81  1.23  -3.41
H  2.57  0.47  -3.67
H  -2.36  0.26  -0.38
H  -1.86  2.08  -0.03
H  -1.57  0.87  1.23
H  -0.01  0.11  2.26
H  0.51  -1.36  1.39
H  -1.23  -0.88  1.33

Output
* E_tot: -233.15739 Ha
* LUMO level (spin up / spin down): 0.01 / -0.12 eV
* highest occupied orbital energy (spin up / spin down): -0.28761 / -0.29270 hartree
* F_max: 4.1 eV/Å
* energy relative to the best compared isomer or geometry (same formula, charge and spin): 6.248 eV
* frontier orbital gap (spin up / spin down): 0.288 / 0.288 Eh

***

Entry 9:
C6H8 | ωB97M-V/def2-TZVPD

Positions of all 14 atoms, in Å:
C  -2.39  1.30  -1.47
C  -1.39  1.06  -0.80
C  -0.20  0.91  -0.09
C  -0.05  -0.93  1.19
C  1.33  -0.77  0.54
C  0.92  0.06  -0.68
H  -3.28  1.65  -1.95
H  -0.38  0.31  1.09
H  -0.11  -1.08  2.28
H  -0.74  -1.59  0.65
H  1.97  -0.19  1.21
H  1.84  -1.72  0.31
H  0.58  -0.60  -1.49
H  1.71  0.70  -1.09

Output
* E_tot: -233.20339 Ha
* LUMO level: -0.31 eV
* highest occupied orbital energy: -0.28336 hartree
* F_max: 1.0 eV/Å
* energy relative to the best compared isomer or geometry (same formula, charge and spin): 4.996 eV
* frontier orbital gap: 0.272 Eh

***

Entry 10:
C6H8 | ωB97M-V/def2-TZVPD

Positions of all 14 atoms, in Å:
C  1.24  -1.35  0.98
C  1.73  -0.47  0.33
C  -2.06  -0.07  0.10
C  -2.16  -1.05  -0.74
C  -1.92  0.90  0.94
C  2.31  0.58  -0.47
H  0.79  -2.12  1.53
H  -2.84  -1.87  -0.58
H  -1.55  -1.09  -1.63
H  -2.49  1.81  0.89
H  -1.20  0.83  1.75
H  1.94  1.56  -0.15
H  2.03  0.43  -1.52
H  3.39  0.56  -0.38

Output
* E_tot: -233.27809 Ha
* LUMO level: 0.99 eV
* highest occupied orbital energy: -0.35578 hartree
* F_max: 0.7 eV/Å
* SMILES string: C=C=C.C#CC
* energy relative to the best compared isomer or geometry (same formula, charge and spin): 2.964 eV
* frontier orbital gap: 0.392 Eh